DFT (ωB97M-V with the def2-TZVPD basis set) results for C11H21MnN3O9 as an isolated structure in a non-equilibrium geometry.

Summary:
E_HOMO (alpha / beta): -0.415 / -0.411 eV
energy relative to the best compared isomer or geometry (same formula, charge and spin): 0.0 kcal/mol
F_max: 17.05 eV/Å
orbital gap (alpha / beta): 2.383 / 2.375 eV
<S²>: 12.020
DFT total energy: -65955.5021 eV
E_LUMO (alpha / beta): 1.968 / 1.964 eV

The geometry in ORCA input format:
```
! RIJCOSX wB97M-V def2-TZVPD def2/J DEFGRID3
* xyz -1 7
Mn 1.47620 0.45158 -0.87382
C 2.30770 2.90331 -1.85218
O 1.62523 2.22959 -2.60575
O 2.56043 2.41727 -0.74655
O 3.37845 2.92228 -2.38688
C 3.64842 -0.60702 -2.03203
O 2.47659 -0.53083 -2.46420
O 4.25843 0.23648 -2.66295
O 3.64068 -0.10300 -0.94876
C -0.78890 -1.80461 -1.64833
O 0.01916 -1.07997 -1.06219
N -1.77739 -2.40272 -1.08936
C -2.72938 -3.16106 -1.86911
C -2.07380 -2.22413 0.30068
H -0.69361 -1.90627 -2.74048
H -2.44297 -3.11529 -2.91981
H -3.69402 -2.68138 -1.70336
H -2.60784 -4.22631 -1.67267
H -3.09609 -1.84704 0.32961
H -2.34397 -3.18368 0.74156
H -1.32049 -1.67666 0.86715
C -1.50296 1.59926 -0.08031
O -0.34881 1.41206 -0.34855
N -2.46738 1.73910 -1.02632
C -3.90768 1.71230 -0.54100
C -2.19885 1.77550 -2.45133
H -1.95235 1.66788 0.92246
H -4.38500 2.69156 -0.50475
H -3.95554 1.20431 0.42220
H -4.36964 1.09621 -1.31245
H -2.56866 2.71148 -2.86999
H -1.14399 1.77832 -2.72587
H -2.77212 1.02104 -2.99008
C 1.72864 0.60155 2.34943
O 1.51514 0.04457 1.26635
N 2.17267 -0.01945 3.46503
C 2.75208 0.81027 4.58641
C 2.59015 -1.44673 3.49850
H 1.82058 1.69570 2.43058
H 2.28886 0.60203 5.55086
H 2.79408 1.87665 4.36463
H 3.76984 0.42043 4.60313
H 2.51416 -1.95520 4.45964
H 2.16329 -2.11319 2.74902
H 3.64065 -1.53621 3.22184
*
```

=====

DFT (ωB97M-V with the def2-TZVPD basis set) results for an isolated ion of composition C11H21N2 and charge +1 in a non-equilibrium geometry.

Summary:
E_HOMO (alpha / beta): -11.970 / -11.971 eV
energy relative to the best compared isomer or geometry (same formula, charge and spin): 89.4 kcal/mol
F_max: 5.01 eV/Å
orbital gap (alpha / beta): 6.108 / 6.109 eV
DFT total energy: -14716.8972 eV
E_LUMO (alpha / beta): -5.862 / -5.862 eV

The geometry in ORCA input format:
```
! RIJCOSX wB97M-V def2-TZVPD def2/J DEFGRID3
* xyz 1 1
C -1.70557 -0.53434 -2.93175
C 1.40607 2.04596 -0.03163
C 0.97615 0.69296 -0.24031
C -0.65185 -0.98994 0.32109
C -1.98852 -0.96547 -0.50725
C 0.48570 2.95279 0.58472
C 2.80559 2.44480 -0.48645
C 2.09328 -0.24068 -0.71437
C -2.62699 -2.32479 -0.72237
C 0.35106 -1.03923 2.68036
C -0.83306 -1.16274 1.82712
N -0.21530 0.41203 0.09619
N -1.58548 -0.33533 -1.73084
H -1.34762 0.40097 -3.57368
H -2.03295 -1.37228 -3.44368
H 0.08252 -1.63544 -0.06173
H -2.79858 -0.35814 -0.16307
H 0.69206 3.08311 1.65624
H -0.54712 2.56898 0.43338
H 0.65914 3.94604 0.26431
H 2.96429 3.50946 -0.09130
H 2.99478 2.38679 -1.50266
H 3.38390 1.69258 -0.02066
H 1.71046 -1.23466 -0.90163
H 2.41039 0.24788 -1.63408
H 2.82184 -0.33870 0.08030
H -1.93955 -3.15892 -0.92581
H -3.37099 -2.20543 -1.63672
H -3.16703 -2.53546 0.25921
H 0.29116 -0.04852 3.06396
H 1.32027 -1.28870 2.35184
H 0.24100 -1.72365 3.49418
H -1.63996 -0.69435 2.25242
H -1.23907 -2.19758 1.95465
*
```

=====

DFT (ωB97M-V with the def2-TZVPD basis set) results for an isolated ion of composition C11H21N3 and charge +2 in a non-equilibrium geometry.

Summary:
E_HOMO: -15.864 eV
energy relative to the best compared isomer or geometry (same formula, charge and spin): 29.1 kcal/mol
F_max: 9.01 eV/Å
orbital gap: 8.058 eV
structure (SMILES): CC[N+]1=C2CC[NH2+]CC2=CNC[C@H]1C
DFT total energy: -16198.9841 eV
E_LUMO: -7.806 eV

The geometry in ORCA input format:
```
! RIJCOSX wB97M-V def2-TZVPD def2/J DEFGRID3
* xyz 2 1
C 2.19940 2.64571 0.86878
C 1.47683 1.97139 -0.37428
N 0.86116 0.76437 -0.09810
C -0.46222 0.32889 0.05675
C -1.47495 1.40439 0.01989
C -2.77541 1.07965 0.63644
N -3.23187 0.01616 -0.22409
C -2.41994 -1.25984 -0.13777
C -0.86197 -1.04876 0.00946
C -0.38982 -2.41069 0.10942
N 0.78473 -2.89522 0.55915
C 1.67521 -1.72527 0.95201
C 1.78033 -0.40545 -0.10263
C 1.89804 -0.92184 -1.51328
H 3.02366 2.03888 1.07586
H 2.70334 3.54669 0.44326
H 1.41255 2.88296 1.63661
H 2.18042 1.61706 -1.07877
H 0.73472 2.63480 -0.71049
H -1.00949 2.32428 0.50632
H -1.71655 1.78314 -0.92792
H -2.75360 0.74261 1.71465
H -3.51049 1.86135 0.51097
H -3.27370 0.46472 -1.17483
H -4.13893 -0.24440 0.03304
H -2.59466 -1.64857 -1.10025
H -2.75687 -1.96217 0.71347
H -1.12349 -3.14971 -0.16400
H 1.16700 -3.84780 0.44753
H 1.29220 -1.22443 1.87294
H 2.60946 -2.11016 0.90504
H 2.77929 0.11334 0.20570
H 0.98847 -0.67831 -2.16906
H 2.83821 -0.66108 -1.98627
H 2.08894 -2.02670 -1.51555
*
```

=====

DFT (ωB97M-V with the def2-TZVPD basis set) results for a 2-piece molecular cluster, C11H21NSi overall in a non-equilibrium geometry.

Summary:
E_HOMO (alpha / beta): -7.402 / -9.842 eV
F_max: 5.04 eV/Å
orbital gap (alpha / beta): 8.082 / 7.844 eV
<S²>: 2.023
DFT total energy: -21109.4378 eV
E_LUMO (alpha / beta): 0.680 / -1.999 eV

The geometry in ORCA input format:
```
! RIJCOSX wB97M-V def2-TZVPD def2/J DEFGRID3
* xyz 0 3
C 2.85545 0.61959 -0.10729
C 3.08292 -1.47811 1.76997
C 2.19409 -1.30401 0.82757
C 1.89939 -1.14636 -2.23341
C -1.34920 -0.62462 -1.46242
C -1.52347 -1.26605 0.90983
C -2.58194 0.77005 0.17132
C 0.46590 2.43436 -0.56446
C 0.45857 1.17651 2.23835
C 1.72777 -0.11881 0.06435
C -1.40145 -0.09347 -0.01085
N 3.83414 1.23450 -0.28539
Si 0.20744 0.87328 0.42474
H 3.62965 -2.39046 2.16322
H 3.37208 -0.54422 2.30634
H 1.81180 -2.31938 0.41633
H 1.26789 -1.98220 -2.23134
H 2.98474 -1.42369 -2.05862
H 1.63416 -0.25342 -2.84737
H -0.54003 -0.09564 -2.08756
H -1.36623 -1.71459 -1.71151
H -2.31321 -0.23831 -1.86654
H -1.39607 -1.19146 2.05579
H -0.84823 -2.04924 0.62916
H -2.45412 -1.81224 0.86938
H -2.82898 1.70178 -0.44493
H -3.51840 0.16057 0.23174
H -2.70934 0.99653 1.25188
H 1.39210 2.95120 -0.19956
H 0.62210 2.44977 -1.60288
H -0.30996 3.14480 -0.31378
H 0.66964 0.25277 2.66290
H 1.32023 1.88656 2.33719
H -0.38226 1.67547 2.73950
*
```

=====

DFT (ωB97M-V with the def2-TZVPD basis set) results for C11H22AsF3O3P as an isolated structure in a non-equilibrium geometry.

Summary:
E_HOMO: -3.858 eV
F_max: 1.17 eV/Å
orbital gap: 6.948 eV
DFT total energy: -96182.2683 eV
E_LUMO: 3.090 eV

The geometry in ORCA input format:
```
! RIJCOSX wB97M-V def2-TZVPD def2/J DEFGRID3
* xyz -1 1
C 2.88920 -1.85035 0.07431
C 3.59857 -1.05932 1.13728
O 3.40879 -1.26040 2.30287
O 4.50796 -0.12096 0.76244
C 4.10108 0.83041 -0.23600
C 3.08962 1.85694 0.29116
C 1.85790 2.06022 -0.61441
C 0.57778 2.37348 0.18239
C -0.69613 1.86581 -0.47941
As -1.01522 -0.13642 -0.08928
C -2.76319 0.28958 0.89636
C -3.58428 -0.88055 1.45193
C -3.90494 -1.93481 0.45626
F -4.79990 -1.60221 -0.50787
C -3.36834 -3.14736 0.39316
F -2.90984 -3.80798 1.45082
F -3.18244 -3.85252 -0.71191
P -2.18640 -0.27947 -2.21320
O -3.06714 0.90931 -2.50794
H 2.93684 -2.89957 0.34945
H 1.84534 -1.53272 0.04453
H 3.33869 -1.69174 -0.90267
H 3.75071 0.34059 -1.14613
H 5.03052 1.33014 -0.50772
H 3.60354 2.81309 0.39561
H 2.79062 1.53231 1.28804
H 1.66351 1.18062 -1.22542
H 2.07652 2.91616 -1.25660
H 0.51419 3.45660 0.33911
H 0.66402 1.94652 1.18757
H -1.57560 2.39411 -0.11501
H -0.62941 1.96462 -1.56438
H -1.14637 -1.69231 0.17105
H 0.33883 -0.44760 -0.91773
H -0.18556 -0.02378 1.26603
H -2.45394 0.89229 1.75435
H -3.37891 0.94062 0.27377
H -4.54779 -0.47866 1.79702
H -3.12711 -1.32101 2.33758
H -2.87908 -1.51785 -2.37864
H -1.18263 -0.35582 -3.22874
*
```

=====

DFT (ωB97M-V with the def2-TZVPD basis set) results for C11H22Cl2IO4P2Yb as an isolated structure in a non-equilibrium geometry.

Summary:
E_HOMO (alpha / beta): -15.393 / -15.391 eV
energy relative to the best compared isomer or geometry (same formula, charge and spin): 9.2 kcal/mol
F_max: 4.06 eV/Å
orbital gap (alpha / beta): 7.864 / 6.784 eV
<S²>: 0.751
DFT total energy: -103192.5811 eV
E_LUMO (alpha / beta): -7.529 / -8.607 eV

The geometry in ORCA input format:
```
! RIJCOSX wB97M-V def2-TZVPD def2/J DEFGRID3
* xyz 2 2
C -1.98206 -2.69069 -4.00119
C -1.26303 -1.75593 -3.07725
H -2.60512 -3.39069 -3.43356
H -1.26394 -3.27460 -4.60724
H -2.62986 -2.13248 -4.70210
O -1.30702 -1.73345 -1.83620
I 0.03186 -0.24252 -4.05304
Yb 0.27737 0.11913 -0.93530
P -2.11238 1.41296 0.07635
C -2.85113 1.81524 1.69683
C -1.72233 3.13684 -0.40515
H -2.67874 3.66029 -0.57725
H -4.12145 2.17047 -0.92913
H -1.13315 3.14692 -1.33278
H -3.37949 0.86902 -1.93238
H -2.06442 2.19085 2.36507
H -1.15463 3.63494 0.39377
C -3.63688 1.18328 -0.91182
H -3.59922 2.59566 1.51473
H -4.31200 0.44361 -0.46353
H -3.32878 0.92999 2.13724
P 1.79049 -1.77591 0.59811
C 2.23842 -2.47832 2.21127
C 2.05017 -3.18263 -0.55088
H 3.25401 -0.38414 -0.83309
H 4.11502 -1.47910 0.27662
H 3.41140 0.05165 0.89789
C 3.27844 -0.78100 0.19478
H 1.92414 -2.86479 -1.59392
H 3.07384 -3.52925 -0.38475
H 3.15084 -3.07112 2.06945
H 1.41866 -3.12780 2.55782
H 1.32993 -3.97611 -0.30802
H 2.41191 -1.68093 2.94821
C -0.49400 -0.37100 1.41311
O -0.97508 -0.70401 2.41029
Cl 3.32873 1.25476 3.01147
C 2.64152 2.64888 2.12564
Cl 3.61714 3.27736 0.77147
C 1.24343 2.28926 1.58776
O 0.31892 2.86416 2.17074
O 1.14499 1.46883 0.59675
H 2.56347 3.46242 2.84318
*
```